Computed, not measured: a molecular structure, C39H29CsF4N9O4PSe2, with ωB97M-V/def2-TZVPD.

Geometry as ORCA input:
```
! RIJCOSX wB97M-V def2-TZVPD def2/J DEFGRID3
* xyz -2 1
Cs -1.01 -0.37 -1.52
O 6.30 3.70 -2.40
C 5.84 2.42 -1.90
C 4.62 2.61 -1.01
C 4.93 3.56 0.15
O 5.15 4.92 -0.23
C 4.24 1.25 -0.39
Se 4.06 -0.29 -1.64
C 3.47 3.12 -1.88
Se 1.77 3.46 -1.01
H 6.80 3.55 -3.21
H 6.64 1.95 -1.32
H 5.58 1.75 -2.72
H 5.80 3.17 0.69
H 4.09 3.57 0.84
H 5.70 4.90 -1.03
H 3.28 1.39 0.11
H 4.97 1.00 0.39
H 3.26 2.34 -2.63
H 3.72 4.03 -2.41
C 0.72 0.82 4.17
P 0.55 0.05 2.50
C -1.01 -0.90 2.69
C -1.22 -1.98 1.84
C -2.43 -2.66 1.80
C -3.47 -2.26 2.63
C -3.28 -1.17 3.48
C -2.07 -0.49 3.50
C 1.77 -1.31 2.67
C 2.82 -1.37 1.77
C 3.79 -2.37 1.87
C 3.71 -3.31 2.89
C 2.65 -3.26 3.79
C 1.69 -2.28 3.68
H 0.05 1.68 4.26
H 1.74 1.17 4.25
H 0.51 0.11 4.97
H -0.41 -2.27 1.17
H -2.56 -3.49 1.13
H -4.42 -2.77 2.59
H -4.10 -0.84 4.11
H -1.95 0.36 4.16
H 2.89 -0.67 0.94
H 4.58 -2.39 1.13
H 4.46 -4.09 2.96
H 2.57 -4.01 4.58
H 0.86 -2.26 4.38
N 4.30 -5.83 -3.65
C 3.60 -4.66 -3.48
O 3.68 -3.77 -4.29
C 2.76 -4.56 -2.24
C 2.50 -5.61 -1.38
C 1.69 -5.41 -0.29
C 1.15 -4.14 -0.09
N 1.39 -3.11 -0.90
C 2.19 -3.32 -1.95
H 4.80 -5.93 -4.51
H 4.18 -6.63 -3.05
H 2.90 -6.61 -1.55
H 1.45 -6.21 0.40
H 0.51 -3.95 0.76
H 2.41 -2.47 -2.58
F -4.34 2.48 -1.91
C -5.01 3.48 -1.34
C -6.29 3.69 -1.76
F -6.77 2.88 -2.71
C -7.12 4.72 -1.25
C -6.49 5.51 -0.25
C -5.21 5.29 0.17
F -4.73 6.12 1.10
C -4.37 4.26 -0.34
C -3.06 4.05 0.10
C -2.21 3.03 -0.43
N -1.49 2.22 -0.82
C -2.44 4.81 1.14
N -1.90 5.37 1.98
F -7.16 6.52 0.31
C -8.44 4.94 -1.68
C -9.29 5.95 -1.14
N -10.04 6.74 -0.75
C -9.07 4.19 -2.72
N -9.65 3.64 -3.55
O -1.73 -2.40 -2.53
N -2.75 -2.58 -1.80
C -3.22 -3.80 -1.68
C -4.33 -4.01 -0.80
N -5.22 -4.20 -0.09
C -2.64 -4.93 -2.34
N -2.18 -5.84 -2.88
*
```

Calculated values
energy relative to the best compared isomer or geometry (same formula, charge and spin): 46.2 kcal/mol
HOMO level (alpha / beta): -2.18 / -2.18 eV